# C30H37BrFeN7OSSi2

A structure of composition C30H37BrFeN7OSSi2 (the ωB97M-V functional and the def2-TZVPD basis, OMol25).

Computed properties:
total charge	-1
Kohn-Sham gap (spin up / spin down)	4.80 / 6.14	eV
total energy	-6438.9560	a.u.
2S+1	5
E_HOMO (spin up / spin down)	-2.5 / -4.4	eV
energy relative to the best compared isomer or geometry (same formula, charge and spin)	0.0	kcal per mole

Each line ends with the Löwdin spin population.
Element x y z (Å)
Fe 1.712 -0.303 -0.295  2.65
C 0.310 -3.219 -3.032  0.00
C 0.625 -1.998 -2.238  0.00
N 1.386 -2.009 -1.200  -0.05
N 1.982 -3.179 -0.788  -0.01
C 3.122 -2.928 -0.198  0.00
N 3.801 -3.997 0.303  0.00
S 3.847 -1.356 -0.015  0.09
C 0.179 -0.646 -2.588  -0.02
C -0.550 -0.371 -3.704  0.10
C -0.727 1.021 -4.058  0.00
C -0.378 1.981 -3.195  0.06
C 0.114 1.662 -1.806  0.01
N 0.673 0.308 -1.751  0.02
H 0.364 -4.097 -2.394  0.00
H 1.044 -3.339 -3.833  0.00
H -0.678 -3.143 -3.481  0.00
H 3.512 -4.912 0.002  0.00
H 4.758 -3.857 0.569  0.00
H -0.902 -1.160 -4.351  0.01
H -1.115 1.275 -5.037  0.00
H -0.461 3.026 -3.470  0.00
H 0.950 2.324 -1.579  0.00
Br -2.255 2.528 11.907  0.01
C -1.664 2.091 10.148  0.05
C -0.972 3.034 9.403  0.00
C -0.543 2.722 8.126  0.04
C -0.798 1.456 7.570  0.02
C -1.498 0.526 8.353  0.04
C -1.930 0.834 9.629  0.00
N -0.412 1.043 6.300  0.21
N 0.212 1.972 5.635  0.15
C 0.632 1.683 4.378  0.01
C 1.277 2.751 3.715  0.09
C 1.758 2.668 2.422  0.00
C 1.626 1.487 1.700  0.11
O 2.030 1.357 0.415  0.09
C 1.005 0.394 2.313  0.03
N 0.909 -0.726 1.524  0.12
C 0.361 -1.826 2.015  0.02
C -0.146 -1.881 3.302  0.07
C -0.087 -0.748 4.114  0.04
C 0.497 0.434 3.647  0.02
H -0.772 4.012 9.823  0.00
H -0.004 3.446 7.533  0.00
H -1.698 -0.450 7.928  0.00
H -2.471 0.105 10.219  0.00
H 1.376 3.672 4.275  0.00
H 2.240 3.518 1.952  0.00
H 0.328 -2.683 1.351  0.00
H -0.590 -2.798 3.664  0.00
H -0.486 -0.759 5.114  0.00
C -2.230 -0.870 -0.099  0.00
Si -2.534 0.910 -0.619  0.00
C -3.639 1.602 0.738  0.00
C -3.563 0.910 -2.192  0.00
C -0.954 1.943 -0.704  0.01
Si -1.211 3.810 -0.488  0.00
C 0.378 4.712 -0.935  0.00
C -1.576 4.248 1.296  0.00
C -2.583 4.497 -1.580  0.00
H -3.131 -1.467 -0.269  0.00
H -1.999 -0.908 0.969  0.00
H -1.406 -1.346 -0.629  0.00
H -4.480 0.918 0.882  0.00
H -4.049 2.586 0.504  0.00
H -3.105 1.670 1.688  0.00
H -4.541 0.474 -1.969  0.00
H -3.100 0.324 -2.985  0.00
H -3.722 1.922 -2.568  0.00
H -0.456 1.696 0.249  0.00
H 1.214 4.323 -0.349  0.00
H 0.269 5.775 -0.704  0.00
H 0.643 4.626 -1.991  0.00
H -0.844 3.787 1.964  0.00
H -2.568 3.941 1.623  0.00
H -1.505 5.332 1.425  0.00
H -2.420 4.250 -2.631  0.00
H -2.626 5.586 -1.491  0.00
H -3.561 4.103 -1.296  0.00